The following is a DFT calculation (the ωB97M-V functional and the def2-TZVPD basis) of a 13-piece molecular cluster, C83H186N10O13 overall.

Results
Relative energy (zero: lowest compared OMol25 entry of this formula, charge and spin): 87.0 kcal per mole
Charge: 0
Lowest unoccupied orbital energy: 0.3 eV
HOMO energy: -7.72 eV
M: 1532.458 g/mol
Electronic energy: -130589.957 eV
HOMO-LUMO gap: 8.01 eV

Last columns: bonded neighbours and bond lengths (Å).
Geometry (Å):
1 C -2.8401 -0.0717 6.1574  C2 1.520, H7 1.090, H8 1.090, H9 1.090
2 C -2.1929 -1.3717 6.6077  C1 1.520, C3 1.500, N6 1.448, H10 1.090
3 C -1.4351 -2.0267 5.4908  C2 1.500, O4 1.445, H11 1.090, H12 1.090
4 O -1.0382 -3.4056 5.6647  C3 1.445, C5 1.399
5 C -1.9361 -4.4109 6.0391  O4 1.399, H13 1.090, H14 1.090, H15 1.090
6 N -1.2259 -1.0904 7.6481  C2 1.448, H16 1.010, H17 1.010
7 H -3.6959 -0.0960 5.4828  C1 1.090
8 H -2.1224 0.6188 5.7145  C1 1.090
9 H -3.2494 0.4499 7.0225  C1 1.090
10 H -2.9910 -2.0087 6.9890  C2 1.090
11 H -0.4751 -1.5437 5.3089  C3 1.090
12 H -1.9793 -1.8928 4.5558  C3 1.090
13 H -1.4509 -5.3857 6.0891  C5 1.090
14 H -2.6839 -4.5978 5.2684  C5 1.090
15 H -2.3865 -4.2215 7.0134  C5 1.090
16 H -1.6214 -0.9439 8.5658  N6 1.010
17 H -0.7182 -1.9438 7.8324  N6 1.010
18 C 3.3380 -3.7864 -0.0122  C19 1.506, H24 1.090, H25 1.090, H26 1.090
19 C 4.7210 -3.1949 0.0650  C18 1.506, C20 1.578, N23 1.446, H27 1.090
20 C 5.3875 -3.1274 -1.3632  C19 1.578, O21 1.429, H28 1.090, H29 1.090
21 O 6.4564 -2.1788 -1.3600  C20 1.429, C22 1.426
22 C 7.1086 -1.9251 -2.6025  O21 1.426, H30 1.090, H31 1.090, H32 1.090
23 N 4.5138 -1.8947 0.6628  C19 1.446, H33 1.010, H34 1.010
24 H 2.8691 -3.9570 0.9569  C18 1.090
25 H 3.5103 -4.7701 -0.4490  C18 1.090
26 H 2.7061 -3.2014 -0.6805  C18 1.090
27 H 5.2330 -3.8442 0.7753  C19 1.090
28 H 4.6572 -2.8381 -2.1189  C20 1.090
29 H 5.7908 -4.1000 -1.6453  C20 1.090
30 H 7.4120 -2.8879 -3.0137  C22 1.090
31 H 7.9383 -1.2732 -2.3292  C22 1.090
32 H 6.5297 -1.3657 -3.3373  C22 1.090
33 H 4.5452 -2.1936 1.6271  N23 1.010
34 H 5.4115 -1.4463 0.5485  N23 1.010
35 C 6.0919 1.2955 -0.7356  C36 1.524, H46 1.090, H47 1.090, H48 1.090
36 C 6.1340 2.6996 -1.3256  C35 1.524, C37 1.552, N41 1.531, C45 1.597
37 C 7.0008 2.6192 -2.6109  C36 1.552, C38 1.488, H49 1.090, H50 1.090
38 C 6.7750 3.6594 -3.6513  C37 1.488, C39 1.554, H51 1.090, H52 1.090
39 C 5.2441 3.6582 -3.9165  C38 1.554, C40 1.569, H53 1.090, H54 1.090
40 C 4.2732 3.8987 -2.7081  C39 1.569, N41 1.442, C43 1.541, C44 1.566
41 N 4.6680 2.9948 -1.6555  C36 1.531, C40 1.442, O42 1.416
42 O 3.9205 3.1998 -0.4701  N41 1.416, H64 0.960
43 C 4.2548 5.4078 -2.3946  C40 1.541, H55 1.090, H56 1.090, H57 1.090
44 C 2.8879 3.4213 -3.2608  C40 1.566, H58 1.090, H59 1.090, H60 1.090
45 C 6.8708 3.7010 -0.3238  C36 1.597, H61 1.090, H62 1.090, H63 1.090
46 H 5.3115 1.1851 0.0173  C35 1.090
47 H 6.9970 1.1687 -0.1417  C35 1.090
48 H 5.9466 0.4503 -1.4083  C35 1.090
49 H 8.0532 2.7282 -2.3486  C37 1.090
50 H 6.8839 1.6077 -2.9998  C37 1.090
51 H 7.3035 3.3932 -4.5667  C38 1.090
52 H 7.0182 4.6925 -3.4032  C38 1.090
53 H 4.9755 2.6769 -4.3077  C39 1.090
54 H 4.9854 4.4348 -4.6363  C39 1.090
55 H 3.8491 5.9186 -3.2679  C43 1.090
56 H 3.6318 5.7014 -1.5497  C43 1.090
57 H 5.3210 5.6176 -2.3093  C43 1.090
58 H 2.7435 3.8711 -4.2431  C44 1.090
59 H 2.8635 2.3326 -3.3100  C44 1.090
60 H 2.0713 3.7530 -2.6195  C44 1.090
61 H 7.9598 3.6717 -0.3618  C45 1.090
62 H 6.5734 3.5618 0.7156  C45 1.090
63 H 6.6639 4.7410 -0.5758  C45 1.090
64 H 3.5405 2.3418 -0.2675  O42 0.960
65 C 5.7346 -3.5309 -7.9845  C66 1.526, H76 1.090, H77 1.090, H78 1.090
66 C 5.4684 -2.0492 -8.2368  C65 1.526, C67 1.549, N71 1.460, C75 1.516
67 C 4.1822 -1.9237 -9.0908  C66 1.549, C68 1.518, H79 1.090, H80 1.090
68 C 2.8701 -2.1215 -8.3540  C67 1.518, C69 1.561, H81 1.090, H82 1.090
69 C 2.7881 -1.2391 -7.0687  C68 1.561, C70 1.605, H83 1.090, H84 1.090
70 C 4.1246 -1.2469 -6.1798  C69 1.605, N71 1.511, C73 1.492, C74 1.562
71 N 5.3562 -1.2014 -7.0536  C66 1.460, C70 1.511, O72 1.419
72 O 6.5274 -1.0796 -6.2610  N71 1.419, H94 0.960
73 C 3.9844 -0.0471 -5.3036  C70 1.492, H85 1.090, H86 1.090, H87 1.090
74 C 4.0160 -2.5292 -5.2943  C70 1.562, H88 1.090, H89 1.090, H90 1.090
75 C 6.5040 -1.4714 -9.1804  C66 1.516, H91 1.090, H92 1.090, H93 1.090
76 H 4.9595 -4.1356 -7.5136  C65 1.090
77 H 6.4355 -3.6832 -7.1638  C65 1.090
78 H 6.0269 -4.1274 -8.8487  C65 1.090
79 H 4.1029 -0.8595 -9.3128  C67 1.090
80 H 4.2374 -2.4623 -10.0368  C67 1.090
81 H 2.8327 -3.1933 -8.1594  C68 1.090
82 H 2.0322 -2.0085 -9.0420  C68 1.090
83 H 1.9394 -1.6128 -6.4959  C69 1.090
84 H 2.5260 -0.2294 -7.3848  C69 1.090
85 H 3.0484 -0.0121 -4.7462  C73 1.090
86 H 4.6978 0.0105 -4.4815  C73 1.090
87 H 3.9411 0.8393 -5.9365  C73 1.090
88 H 4.9052 -2.7471 -4.7027  C74 1.090
89 H 3.2237 -2.4571 -4.5492  C74 1.090
90 H 3.8141 -3.4624 -5.8201  C74 1.090
91 H 7.4981 -1.4004 -8.7388  C75 1.090
92 H 6.3050 -0.4412 -9.4757  C75 1.090
93 H 6.6601 -2.0515 -10.0899  C75 1.090
94 H 6.7220 -0.1578 -6.4457  O72 0.960
95 C 0.3075 0.7363 2.6806  C96 1.622, H106 1.090, H107 1.090, H108 1.090
96 C 0.4602 -0.5629 1.7212  C95 1.622, C97 1.532, N101 1.509, C105 1.549
97 C -0.8609 -1.0383 1.1076  C96 1.532, C98 1.561, H109 1.090, H110 1.090
98 C -1.4629 -0.3682 -0.1670  C97 1.561, C99 1.492, H111 1.090, H112 1.090
99 C -0.3400 -0.3139 -1.1479  C98 1.492, C100 1.550, H113 1.090, H114 1.090
100 C 0.9459 0.3865 -0.6391  C99 1.550, N101 1.434, C103 1.504, C104 1.538
101 N 1.3808 -0.2615 0.5641  C96 1.509, C100 1.434, O102 1.417
102 O 2.6604 0.1550 1.0065  N101 1.417, H124 0.960
103 C 2.0295 0.1390 -1.6519  C100 1.504, H115 1.090, H116 1.090, H117 1.090
104 C 0.6847 1.8862 -0.4179  C100 1.538, H118 1.090, H119 1.090, H120 1.090
105 C 1.0426 -1.7522 2.5246  C96 1.549, H121 1.090, H122 1.090, H123 1.090
106 H -0.2894 1.4481 2.1103  C95 1.090
107 H 1.3121 1.1312 2.8325  C95 1.090
108 H -0.0865 0.4663 3.6603  C95 1.090
109 H -0.8615 -2.1160 0.9443  C97 1.090
110 H -1.6561 -0.9018 1.8405  C97 1.090
111 H -1.7960 0.6453 0.0568  C98 1.090
112 H -2.4021 -0.8597 -0.4208  C98 1.090
113 H -0.7195 0.1621 -2.0520  C99 1.090
114 H -0.2894 -1.3535 -1.4716  C99 1.090
115 H 2.1140 -0.9371 -1.8032  C103 1.090
116 H 1.7811 0.5484 -2.6311  C103 1.090
117 H 2.9846 0.5837 -1.3727  C103 1.090
118 H -0.1921 2.1699 0.1641  C104 1.090
119 H 1.5688 2.2838 0.0804  C104 1.090
120 H 0.4883 2.4545 -1.3270  C104 1.090
121 H 1.8990 -1.3840 3.0895  C105 1.090
122 H 1.4915 -2.4073 1.7780  C105 1.090
123 H 0.4219 -2.4174 3.1248  C105 1.090
124 H 3.2011 -0.6301 0.8932  O102 0.960
125 C -0.7186 -5.0772 1.9616  C126 1.553, H136 1.090, H137 1.090, H138 1.090
126 C -0.3301 -6.5784 2.0426  C125 1.553, C127 1.499, N131 1.456, C135 1.553
127 C -1.4247 -7.4939 2.5009  C126 1.499, C128 1.499, H139 1.090, H140 1.090
128 C -2.5744 -7.6613 1.5543  C127 1.499, C129 1.567, H141 1.090, H142 1.090
129 C -2.0196 -8.3045 0.2374  C128 1.567, C130 1.536, H143 1.090, H144 1.090
130 C -0.7320 -7.6597 -0.2959  C129 1.536, N131 1.506, C133 1.525, C134 1.567
131 N 0.1619 -7.0744 0.7652  C126 1.456, C130 1.506, O132 1.379
132 O 1.3025 -6.4780 0.2703  N131 1.379, H154 0.960
133 C 0.0635 -8.7579 -0.9927  C130 1.525, H145 1.090, H146 1.090, H147 1.090
134 C -1.0810 -6.4517 -1.2317  C130 1.567, H148 1.090, H149 1.090, H150 1.090
135 C 0.8321 -6.6330 3.0718  C126 1.553, H151 1.090, H152 1.090, H153 1.090
136 H -1.5743 -4.7540 1.3689  C125 1.090
137 H 0.1426 -4.4578 1.7107  C125 1.090
138 H -0.9145 -4.6826 2.9586  C125 1.090
139 H -1.0076 -8.4740 2.7318  C127 1.090
140 H -1.8399 -7.0994 3.4283  C127 1.090
141 H -3.1112 -6.7486 1.2957  C128 1.090
142 H -3.2429 -8.2405 2.1912  C128 1.090
143 H -2.8949 -8.2350 -0.4085  C129 1.090
144 H -1.8032 -9.3555 0.4292  C129 1.090
145 H 0.8663 -8.3215 -1.5871  C133 1.090
146 H 0.4525 -9.3999 -0.2024  C133 1.090
147 H -0.5340 -9.4175 -1.6220  C133 1.090
148 H -1.8504 -6.7447 -1.9459  C134 1.090
149 H -1.3633 -5.5081 -0.7647  C134 1.090
150 H -0.2245 -6.0482 -1.7718  C134 1.090
151 H 0.3664 -6.3765 4.0233  C135 1.090
152 H 1.6844 -6.0177 2.7836  C135 1.090
153 H 1.2387 -7.6444 3.0716  C135 1.090
154 H 2.0332 -6.9899 0.6247  O132 0.960
155 C -1.8114 7.6398 3.7819  C156 1.588, H166 1.090, H167 1.090, H168 1.090
156 C -0.3731 7.2361 3.2426  C155 1.588, C157 1.535, N161 1.482, C165 1.495
157 C 0.0045 5.8528 3.7892  C156 1.535, C158 1.537, H169 1.090, H170 1.090
158 C 1.2163 5.2116 3.0953  C157 1.537, C159 1.565, H171 1.090, H172 1.090
159 C 1.0103 5.2590 1.5448  C158 1.565, C160 1.587, H173 1.090, H174 1.090
160 C 0.5814 6.6203 0.8519  C159 1.587, N161 1.508, C163 1.546, C164 1.541
161 N -0.4110 7.2987 1.7622  C156 1.482, C160 1.508, O162 1.414
162 O -1.0289 8.4353 1.1924  N161 1.414, H184 0.960
163 C 1.8659 7.4659 0.6970  C160 1.546, H175 1.090, H176 1.090, H177 1.090
164 C -0.0210 6.2487 -0.5168  C160 1.541, H178 1.090, H179 1.090, H180 1.090
165 C 0.6651 8.2135 3.6917  C156 1.495, H181 1.090, H182 1.090, H183 1.090
166 H -1.8533 8.7279 3.7321  C155 1.090
167 H -1.8452 7.3577 4.8342  C155 1.090
168 H -2.5250 6.9842 3.2828  C155 1.090
169 H 0.1910 5.9029 4.8620  C157 1.090
170 H -0.8629 5.1975 3.7094  C157 1.090
171 H 1.1755 4.1684 3.4086  C158 1.090
172 H 2.1543 5.6887 3.3793  C158 1.090
173 H 0.3123 4.4279 1.4438  C159 1.090
174 H 2.0339 4.9746 1.3010  C159 1.090
175 H 1.7094 8.5441 0.6638  C163 1.090
176 H 2.5696 7.2542 1.5021  C163 1.090
177 H 2.4570 7.1722 -0.1705  C163 1.090
178 H -0.3420 7.1282 -1.0749  C164 1.090
179 H 0.7510 5.7659 -1.1160  C164 1.090
180 H -0.8829 5.5814 -0.5237  C164 1.090
181 H 1.6300 7.8693 3.3193  C165 1.090
182 H 0.7135 8.2075 4.7806  C165 1.090
183 H 0.4817 9.1989 3.2634  C165 1.090
184 H -1.9143 8.1245 0.9899  O162 0.960
185 C -4.0782 0.7745 -2.9119  C186 1.603, H196 1.090, H197 1.090, H198 1.090
186 C -3.2955 1.9514 -3.6681  C185 1.603, C187 1.515, N191 1.467, C195 1.550
187 C -2.4861 2.7598 -2.6748  C186 1.515, C188 1.561, H199 1.090, H200 1.090
188 C -1.3111 3.5642 -3.3133  C187 1.561, C189 1.519, H201 1.090, H202 1.090
189 C -0.4245 2.6522 -4.1437  C188 1.519, C190 1.525, H203 1.090, H204 1.090
190 C -1.2035 1.9961 -5.2788  C189 1.525, N191 1.498, C193 1.499, C194 1.516
191 N -2.4028 1.3452 -4.6615  C186 1.467, C190 1.498, O192 1.306
192 O -2.9621 0.5540 -5.5378  N191 1.306, H214 0.960
193 C -1.5124 2.9470 -6.3951  C190 1.499, H205 1.090, H206 1.090, H207 1.090
194 C -0.2308 0.9509 -5.7896  C190 1.516, H208 1.090, H209 1.090, H210 1.090
195 C -4.3624 2.8424 -4.3533  C186 1.550, H211 1.090, H212 1.090, H213 1.090
196 H -3.2993 0.0129 -2.8758  C185 1.090
197 H -4.9254 0.4682 -3.5256  C185 1.090
198 H -4.3775 1.0778 -1.9086  C185 1.090
199 H -3.1980 3.4313 -2.1949  C187 1.090
200 H -2.0622 2.0902 -1.9265  C187 1.090
201 H -0.7174 4.0922 -2.5671  C188 1.090
202 H -1.8223 4.3159 -3.9148  C188 1.090
203 H 0.0646 1.9903 -3.4290  C189 1.090
204 H 0.2885 3.4179 -4.4492  C189 1.090
205 H -0.6749 3.4531 -6.8753  C193 1.090
206 H -1.9620 2.4129 -7.2321  C193 1.090
207 H -2.2225 3.7466 -6.1844  C193 1.090
208 H 0.7197 1.4068 -6.0665  C194 1.090
209 H -0.1475 0.0920 -5.1237  C194 1.090
210 H -0.6433 0.4233 -6.6496  C194 1.090
211 H -4.7751 2.2347 -5.1586  C195 1.090
212 H -3.9366 3.7129 -4.8522  C195 1.090
213 H -5.2217 2.9731 -3.6956  C195 1.090
214 H -2.4529 -0.2579 -5.4815  O192 0.960
215 C -7.6969 -4.3543 3.0459  C216 1.566, H226 1.090, H227 1.090, H228 1.090
216 C -6.9168 -3.2261 2.2896  C215 1.566, C217 1.556, N221 1.473, C225 1.545
217 C -5.8485 -2.7634 3.3218  C216 1.556, C218 1.507, H229 1.090, H230 1.090
218 C -4.7324 -1.9534 2.7144  C217 1.507, C219 1.537, H231 1.090, H232 1.090
219 C -4.0669 -2.7615 1.5895  C218 1.537, C220 1.518, H233 1.090, H234 1.090
220 C -5.0362 -3.1354 0.4826  C219 1.518, N221 1.496, C223 1.545, C224 1.492
221 N -6.3187 -3.6844 1.0241  C216 1.473, C220 1.496, O222 1.371
222 O -7.2502 -4.0769 0.0979  N221 1.371, H244 0.960
223 C -5.4090 -1.9002 -0.3663  C220 1.545, H235 1.090, H236 1.090, H237 1.090
224 C -4.4647 -4.1598 -0.4396  C220 1.492, H238 1.090, H239 1.090, H240 1.090
225 C -7.9320 -2.0815 2.0734  C216 1.545, H241 1.090, H242 1.090, H243 1.090
226 H -8.0182 -4.0708 4.0481  C215 1.090
227 H -6.9909 -5.1845 3.0658  C215 1.090
228 H -8.5071 -4.8588 2.5194  C215 1.090
229 H -6.3914 -2.0414 3.9319  C217 1.090
230 H -5.6443 -3.4928 4.1056  C217 1.090
231 H -4.0326 -1.6517 3.4937  C218 1.090
232 H -5.0840 -1.0210 2.2728  C218 1.090
233 H -3.5960 -3.6581 1.9926  C219 1.090
234 H -3.3525 -2.0450 1.1841  C219 1.090
235 H -6.3241 -2.0175 -0.9468  C223 1.090
236 H -5.5229 -0.9292 0.1157  C223 1.090
237 H -4.5632 -1.7470 -1.0365  C223 1.090
238 H -5.1999 -4.5732 -1.1300  C224 1.090
239 H -3.5792 -3.7215 -0.8999  C224 1.090
240 H -4.1412 -5.0764 0.0538  C224 1.090
241 H -7.4731 -1.2474 1.5424  C225 1.090
242 H -8.2873 -1.8401 3.0751  C225 1.090
243 H -8.8033 -2.3856 1.4934  C225 1.090
244 H -7.5257 -3.2224 -0.2420  O222 0.960
245 C -2.9107 3.2043 1.1476  C246 1.572, H256 1.090, H257 1.090, H258 1.090
246 C -3.9782 2.8879 2.2580  C245 1.572, C247 1.544, N251 1.505, C255 1.575
247 C -3.7466 3.8739 3.4238  C246 1.544, C248 1.575, H259 1.090, H260 1.090
248 C -4.9781 3.9252 4.4038  C247 1.575, C249 1.556, H261 1.090, H262 1.090
249 C -6.3142 4.1693 3.6442  C248 1.556, C250 1.508, H263 1.090, H264 1.090
250 C -6.6060 3.2683 2.4702  C249 1.508, N251 1.477, C253 1.510, C254 1.647
251 N -5.3628 3.0726 1.6980  C246 1.505, C250 1.477, O252 1.436
252 O -5.5390 2.2010 0.5704  N251 1.436, H274 0.960
253 C -7.3715 2.1054 3.0552  C250 1.510, H265 1.090, H266 1.090, H267 1.090
254 C -7.6512 4.0802 1.4903  C250 1.647, H268 1.090, H269 1.090, H270 1.090
255 C -3.7092 1.4063 2.7195  C246 1.575, H271 1.090, H272 1.090, H273 1.090
256 H -1.8875 3.1825 1.5226  C245 1.090
257 H -3.1758 4.1352 0.6464  C245 1.090
258 H -2.9096 2.4380 0.3724  C245 1.090
259 H -2.8356 3.5752 3.9423  C247 1.090
260 H -3.6412 4.8810 3.0203  C247 1.090
261 H -4.6599 4.7924 4.9824  C248 1.090
262 H -5.0080 3.0570 5.0622  C248 1.090
263 H -6.1972 5.1175 3.1195  C249 1.090
264 H -7.1456 4.1525 4.3488  C249 1.090
265 H -8.4282 2.1816 3.3115  C253 1.090
266 H -7.3101 1.2228 2.4186  C253 1.090
267 H -6.9525 1.6836 3.9688  C253 1.090
268 H -7.8398 3.5433 0.5606  C254 1.090
269 H -8.5681 4.1861 2.0700  C254 1.090
270 H -7.2427 5.0451 1.1897  C254 1.090
271 H -4.4753 1.2591 3.4807  C255 1.090
272 H -2.7006 1.2173 3.0872  C255 1.090
273 H -4.0031 0.7226 1.9232  C255 1.090
274 H -5.4081 2.7979 -0.1700  O252 0.960
275 C 1.0925 0.9005 6.1924  O276 1.402, H277 1.090, H278 1.090, H279 1.090
276 O 0.8290 1.0972 7.5557  C275 1.402, H280 0.960
277 H 2.0447 1.3863 5.9797  C275 1.090
278 H 1.2179 -0.1570 5.9596  C275 1.090
279 H 0.2837 1.3136 5.5896  C275 1.090
280 H 0.1709 0.4109 7.6880  O276 0.960
281 C 2.5007 -3.8661 4.7464  O282 1.431, H283 1.090, H284 1.090, H285 1.090
282 O 3.7984 -3.7289 5.3331  C281 1.431, H286 0.960
283 H 2.2252 -4.9175 4.8281  C281 1.090
284 H 1.7467 -3.5124 5.4496  C281 1.090
285 H 2.3751 -3.5001 3.7273  C281 1.090
286 H 3.8504 -3.8191 6.2874  O282 0.960
287 C 4.1893 -0.3697 4.3193  O288 1.433, H289 1.090, H290 1.090, H291 1.090
288 O 4.4559 -1.6573 3.7503  C287 1.433, H292 0.960
289 H 4.2557 0.4399 3.5925  C287 1.090
290 H 3.1073 -0.3546 4.4506  C287 1.090
291 H 4.7777 -0.0828 5.1908  C287 1.090
292 H 4.2451 -2.3266 4.4055  O288 0.960